Record 1
Below is C5H9N3 as an isolated structure, with properties calculated with ωB97M-V/def2-TZVPD.

- Molar mass: 111.148 g/mol
- E_LUMO: 0.0106 Ha
- ΔE to the lowest compared entry with this formula, charge and spin: 10.044 eV
- DFT total energy: -359.8282 Eh

Structure (ORCA input):
```
! wB97M-V def2-TZVPD RIJCOSX def2/J DEFGRID3
* xyz 0 1
C 1.71225 2.11317 -1.07389
C -0.83684 0.32969 -0.59119
C -1.78428 -0.75906 -0.02788
C 0.25270 -1.62559 0.90406
C 0.52201 -0.16680 0.00648
H 2.04464 2.03241 0.34564
H 2.01202 2.92926 -1.77212
H -1.11257 1.46878 -0.18526
H -2.76760 -0.34935 0.57723
H -1.87206 -1.52505 -0.74452
H -1.12613 -0.47651 2.15286
H 1.03039 -1.57559 1.81769
H 0.50151 -2.52278 0.16045
H 1.29186 0.26566 0.60203
N 0.89298 1.36740 -2.00612
N 0.43184 -0.06522 -1.43078
N -1.19271 -1.44041 1.26532
*
```

Record 2
Below is an isolated ion of composition C2H3O2 and charge +1, with properties calculated with ωB97M-V/def2-TZVPD.

- Molar mass: 59.044 g/mol
- E_LUMO: -0.2763 Ha
- ΔE to the lowest compared entry with this formula, charge and spin: 4.666 eV
- DFT total energy: -227.9647 Eh

Structure (ORCA input):
```
! wB97M-V def2-TZVPD RIJCOSX def2/J DEFGRID3
* xyz 1 1
C 0.15385 -0.65816 -0.02493
C 0.27008 0.85807 0.05012
O -1.03742 0.85270 -0.08584
O -1.42442 -0.61887 0.06059
H 0.42062 -0.89537 -1.03896
H 0.61091 -1.27397 0.75079
H 1.00637 1.73560 0.28823
*
```

Record 3
Below is C12H14BF5N6Ru as an isolated structure, with properties calculated with ωB97M-V/def2-TZVPD.

- Molar mass: 449.158 g/mol
- ⟨S²⟩: 6.06
- E_LUMO (spin up / spin down): -0.3138 / -0.4332 Ha
- ΔE to the lowest compared entry with this formula, charge and spin: 0.000 eV
- DFT total energy: -1412.5644 Eh

Structure (ORCA input):
```
! wB97M-V def2-TZVPD RIJCOSX def2/J DEFGRID3
* xyz 2 5
H 0.72642 3.23691 1.45330
N 0.32716 1.73420 -0.00640
B 0.04920 0.37371 -2.15594
N 0.35931 1.72264 -1.40048
C 0.60915 2.97625 -1.81413
Ru 0.12425 0.04682 1.02531
H 0.66749 3.20857 -2.85533
C 0.80262 3.78868 -0.71486
H 1.08366 4.81957 -0.71671
C 0.62448 2.99285 0.40625
H 0.15215 0.52491 -3.32976
C -1.96440 -2.17186 2.10958
H -1.73135 -2.71007 3.02392
H -1.00196 -1.68647 1.74375
H -2.23789 -2.92305 1.36016
N -1.40915 0.04790 -1.76933
N 0.94226 -0.82848 -1.67797
N -1.78398 -0.05358 -0.45099
N 0.99650 -1.17468 -0.31907
C -2.47296 -0.14763 -2.55912
C 1.70274 -1.69970 -2.36513
H -2.33026 -0.10423 -3.61257
H 1.78851 -1.61563 -3.43610
C -3.57846 -0.38605 -1.77477
C 2.32816 -2.58179 -1.49210
C -3.10897 -0.34287 -0.45109
C 1.87526 -2.22539 -0.20824
H -4.57768 -0.56220 -2.12377
H 3.05107 -3.34321 -1.74105
H -3.65770 -0.52579 0.45987
H 2.14957 -2.62944 0.75883
H -2.80506 -1.46002 2.21635
F 1.81491 -1.33087 2.91494
C 1.12014 -0.12926 2.81935
F 0.14248 -0.13442 3.82858
C 2.08582 1.03960 3.11241
F 2.80060 0.77291 4.23296
F 2.98945 1.32484 2.14125
F 1.34646 2.15634 3.36812
*
```

Question: The lowest molar mass belongs to which entry?
Answer: C2H3O2